Density functional theory data (the ωB97M-V functional and the def2-TZVPD basis) for a molecular structure, C35H72BFI2N3O8Si.

```
123
Properties=species:S:1:pos:R:3:forces:R:3:mulliken_charge:R:1
C -3.14780 6.60367 2.13784 0.024 0.052 -0.034 -1.39
C -3.81640 5.25005 1.91606 0.238 0.092 0.126 0.48
I -5.52546 5.12484 3.25146 -0.235 0.038 0.012 -0.12
C -2.77810 4.10981 1.94111 -0.077 0.162 -0.264 -1.17
I -3.09130 2.53661 3.36530 0.087 -0.209 0.062 -0.04
B -2.49063 3.56667 0.36278 0.148 -0.078 0.047 1.12
C -1.14198 4.26339 -0.19201 0.034 -0.084 0.101 -0.69
C -0.80313 3.81037 -1.61285 0.007 0.026 -0.121 0.45
C 0.68712 3.80552 -2.01282 -0.065 -0.046 0.027 -0.87
C 1.24694 2.38685 -2.07220 -0.214 0.359 0.189 -0.65
N 1.20013 1.72399 -0.75268 0.349 -0.447 0.086 0.27
C 2.33913 1.88377 0.05478 -0.160 0.195 -0.141 0.21
N 3.23000 1.00447 0.26057 -0.076 -0.194 0.333 -0.78
N 2.43266 3.17133 0.69197 0.117 0.129 -0.179 -0.45
O -2.39095 2.04290 0.30434 -0.087 0.212 -0.225 -0.47
C -3.43772 1.61733 -0.44723 0.080 0.062 -0.080 0.31
F -3.92110 0.38359 0.03095 0.027 -0.020 0.032 -0.40
C -4.48541 2.71934 -0.36702 -0.018 0.114 0.167 1.10
C -5.61013 2.70498 -1.37974 0.016 0.125 -0.128 -1.54
C -6.55494 1.50676 -1.28141 -0.029 -0.077 -0.090 -0.35
O -7.78788 1.87790 -0.66889 0.170 0.018 0.055 -0.47
Si -8.32997 1.31896 0.78765 -0.057 0.014 0.031 0.56
C -6.96986 0.87680 1.98499 -0.047 -0.045 0.128 -0.82
C -9.35578 2.69572 1.51423 0.015 0.034 0.065 -0.98
C -9.43291 -0.17735 0.52518 -0.103 -0.028 0.044 -1.12
O -3.66263 3.85034 -0.52594 -0.105 -0.047 0.186 -0.88
H -2.57999 6.86509 1.23939 0.059 -0.076 0.057 0.29
H -2.44918 6.55765 2.97729 -0.094 0.025 0.019 0.34
H -3.86522 7.40349 2.32452 -0.004 -0.035 -0.070 0.49
H -4.30757 5.23494 0.94757 -0.103 -0.023 0.084 0.08
H -1.85443 4.53346 2.33645 -0.029 -0.024 0.005 0.59
H -0.32166 3.98287 0.48169 -0.007 0.024 -0.061 0.11
H -1.22042 5.36023 -0.14802 0.051 -0.038 0.013 0.08
H -1.34397 4.42204 -2.34168 -0.134 -0.060 0.123 0.59
H -1.19216 2.79023 -1.71793 0.088 0.045 -0.151 -0.84
H 0.80470 4.25799 -3.00425 0.097 -0.054 0.024 0.35
H 1.28380 4.39434 -1.31027 -0.108 0.039 -0.041 0.34
H 0.61412 1.80280 -2.74470 0.088 -0.037 0.025 0.28
H 2.27122 2.37099 -2.47192 -0.047 -0.007 -0.019 0.34
H 1.03352 0.73047 -0.85822 -0.005 0.079 -0.164 0.13
H 3.03784 0.17254 -0.29527 0.080 0.052 -0.069 0.15
H 2.56729 3.01335 1.68603 -0.032 -0.022 -0.058 0.27
H 3.28277 3.62681 0.37253 -0.006 -0.057 0.046 0.25
H -3.15104 1.43862 -1.50001 -0.090 -0.184 0.019 0.04
H -4.89500 2.68654 0.66112 -0.109 -0.085 -0.075 -0.19
H -6.21584 3.60237 -1.22564 0.051 -0.004 -0.064 0.44
H -5.18217 2.78985 -2.38493 0.059 -0.091 0.067 0.35
H -6.08513 0.69006 -0.72597 0.014 0.029 -0.063 0.34
H -6.78797 1.12573 -2.28111 -0.020 0.043 0.048 0.24
H -6.04676 0.50280 1.53742 -0.036 0.036 -0.031 0.18
H -6.71525 1.74105 2.60499 0.101 -0.020 -0.057 0.19
H -7.34983 0.09372 2.65134 0.049 0.051 0.013 0.45
H -9.78297 2.37556 2.47035 -0.025 0.040 -0.058 0.31
H -8.71416 3.55928 1.71178 -0.047 -0.011 -0.033 0.22
H -10.16868 3.00932 0.85476 0.028 -0.027 0.030 0.29
H -8.87781 -1.11768 0.47537 0.014 0.060 -0.047 0.29
H -10.02620 -0.07517 -0.38720 0.020 -0.003 0.033 0.31
H -10.12830 -0.24746 1.36875 0.023 -0.075 -0.044 0.31
C 5.75191 -2.77651 -1.76842 -0.032 0.056 0.002 -0.18
C 6.61833 -1.73568 -2.47716 0.001 -0.001 0.009 -0.67
C 5.56641 -0.77525 -3.02043 0.032 0.000 0.011 -0.46
O 4.48310 -0.81020 -2.09658 -0.101 -0.042 -0.048 -0.35
C 4.65061 -1.89892 -1.18698 0.045 -0.026 0.028 -0.56
H 6.28626 -3.34923 -1.01357 0.010 0.006 -0.027 0.08
H 5.33669 -3.47844 -2.49580 -0.005 0.004 -0.006 0.25
H 7.25940 -1.22704 -1.75412 -0.004 0.008 0.001 0.30
H 7.24981 -2.15223 -3.26149 -0.004 -0.013 0.005 0.34
H 5.21156 -1.09582 -4.00695 -0.001 -0.003 0.003 0.27
H 5.92110 0.25356 -3.10076 0.000 0.000 0.000 0.30
H 4.93363 -1.50208 -0.20610 -0.002 0.002 -0.001 0.34
H 3.69456 -2.41678 -1.08627 0.004 -0.002 -0.003 0.33
C -2.40866 -1.46742 -2.57152 -0.029 0.020 -0.047 -0.22
C -2.39827 -1.88514 -4.04160 0.019 0.005 0.014 -0.60
C -1.98700 -0.58393 -4.72241 -0.032 -0.025 0.002 -0.57
O -1.13955 0.09758 -3.80287 0.041 0.011 -0.030 -0.39
C -1.21786 -0.52182 -2.51584 0.007 0.066 0.137 0.31
H -2.31368 -2.29957 -1.87573 -0.006 0.001 0.002 0.45
H -3.32702 -0.92725 -2.33262 0.018 -0.007 0.028 -0.08
H -1.64420 -2.65757 -4.21098 0.008 0.001 -0.009 0.27
H -3.35781 -2.25886 -4.39819 -0.007 0.007 0.007 0.38
H -2.86247 0.03933 -4.93734 -0.001 0.002 0.006 0.28
H -1.43896 -0.73934 -5.65399 -0.002 0.001 -0.003 0.30
H -0.28401 -1.06594 -2.32554 -0.004 -0.037 -0.021 0.19
H -1.32804 0.25385 -1.75668 0.033 0.015 0.024 -0.23
C 8.16691 -7.30188 0.75790 0.014 -0.007 0.008 -0.50
C 6.71703 -7.62836 0.40760 -0.005 0.001 -0.007 -0.17
C 6.16383 -6.24972 0.06951 -0.009 -0.031 -0.008 -0.51
O 7.25590 -5.50964 -0.48070 0.033 0.016 0.000 -0.36
C 8.48002 -6.20696 -0.25367 -0.009 -0.034 0.019 -0.36
H 8.82970 -8.16123 0.66953 -0.014 -0.007 -0.017 0.24
H 8.23461 -6.90991 1.77504 -0.007 0.013 -0.004 0.34
H 6.68761 -8.28224 -0.46651 0.008 0.001 -0.003 -0.10
H 6.16992 -8.11187 1.21574 0.008 0.000 0.005 0.38
H 5.79784 -5.73813 0.96598 0.006 0.001 0.002 0.28
H 5.35742 -6.27393 -0.66492 -0.002 -0.001 0.004 0.31
H 8.82589 -6.63512 -1.20165 0.003 -0.004 0.003 0.15
H 9.22855 -5.49407 0.09543 -0.004 0.004 0.000 0.29
C 10.24791 -10.07066 -3.18703 -0.010 0.006 0.001 -0.56
C 8.77718 -10.17832 -3.58836 0.006 -0.006 0.007 -0.56
C 8.14372 -10.66189 -2.28982 -0.011 0.022 -0.030 -0.37
O 8.92248 -10.09722 -1.23438 -0.010 0.034 0.060 -0.37
C 10.13347 -9.55177 -1.75923 0.022 -0.031 -0.029 -0.24
H 10.82802 -9.40723 -3.82688 -0.009 0.001 -0.005 0.34
H 10.71721 -11.05644 -3.19863 -0.004 -0.004 0.007 0.26
H 8.38595 -9.19612 -3.86083 0.000 0.005 0.010 0.27
H 8.59950 -10.85987 -4.41902 0.008 0.001 -0.001 0.34
H 8.17598 -11.75423 -2.21679 0.006 0.000 0.002 0.27
H 7.10843 -10.33985 -2.16862 -0.001 -0.003 -0.004 0.25
H 10.07501 -8.45817 -1.74441 -0.001 0.000 0.004 0.09
H 10.95995 -9.86057 -1.11773 0.002 -0.004 -0.006 0.30
C -4.30748 6.73485 6.97814 0.033 -0.002 0.008 -0.49
C -5.60622 6.71911 7.78188 0.003 0.008 -0.003 -0.48
C -5.88759 8.20963 7.93399 -0.030 -0.038 -0.005 -0.47
O -5.37157 8.83662 6.76359 0.011 0.028 0.004 -0.44
C -4.55523 7.90676 6.03875 0.053 -0.121 0.035 -0.03
H -4.11848 5.80970 6.43493 -0.013 0.000 -0.004 0.30
H -3.45653 6.93458 7.63403 -0.006 0.009 0.005 0.29
H -6.39792 6.23861 7.20345 0.004 0.002 -0.011 0.20
H -5.52244 6.20798 8.74073 0.004 0.000 -0.002 0.34
H -5.38112 8.61536 8.81860 0.005 0.005 -0.007 0.27
H -6.95180 8.44102 8.01293 0.001 -0.003 0.009 0.27
H -5.08499 7.55583 5.15030 -0.025 0.125 -0.040 -0.01
H -3.63993 8.41354 5.73042 -0.013 0.015 -0.013 0.24
```
Forces are in eV/Å.

Calculated values
Gap between HOMO and LUMO   6.85 eV
Electronic energy   -85789.856 eV
F_max   0.57 eV Å⁻¹
Highest occupied orbital energy   -5.17 eV
Net charge   -1